Molecular formula: C27H41B2F4N10O6Ti
Method: DFT, the ωB97M-V functional and the def2-TZVPD basis

The multiplicity is 1. The frontier orbital gap (alpha / beta) is 6.68 / 6.69 eV. Its LUMO energy (alpha / beta) is -3.64 / -3.64 eV. As for the total charge: +1. The HOMO energy (alpha / beta) comes out at -10.33 / -10.33 eV. For the total energy, the calculation gives -3351.16874 hartree.

Geometry (Å):
Ti1 0.1092 1.4474 1.0531
C1 3.7211 2.1632 3.3181
C2 2.3926 2.2602 2.6688
N1 2.1295 1.8072 1.4971
O1 3.0807 1.1451 0.8154
B1 2.6830 1.0344 -0.6175
F1 2.9069 2.1812 -1.3284
F2 3.3431 -0.0668 -1.1268
O2 1.1578 0.7661 -0.5655
N2 0.6545 0.4334 -1.8853
C3 -0.5383 1.1403 -2.3273
C4 -0.7497 0.9815 -3.8015
C5 -1.3268 1.8970 -1.5496
N3 -1.0902 1.9234 -0.1970
O3 -1.8746 2.6537 0.6880
B2 -1.2659 3.9513 1.2133
F3 -2.1535 4.9592 1.1746
F4 -0.0478 4.1376 0.5438
O4 -0.8971 3.6717 2.6787
N4 0.1578 2.8357 2.5898
C6 1.2392 3.0410 3.2366
C7 1.4172 4.0366 4.3181
C8 -2.4957 2.6879 -2.0421
H1 4.2340 1.2646 2.9834
H2 3.6190 2.1605 4.4016
H3 4.3306 3.0249 3.0329
H4 -0.4348 -0.0069 -4.1354
H5 -0.2122 1.7248 -4.3932
H6 -1.8100 1.0615 -4.0384
H7 1.4249 3.5165 5.2799
H8 0.5894 4.7407 4.3076
H9 2.3636 4.5653 4.2123
H10 -2.3976 2.9219 -3.0986
H11 -2.5820 3.6213 -1.4898
H12 -3.4193 2.1281 -1.8801
C9 -3.5722 0.0424 1.9283
N5 -4.2920 -0.0890 0.6848
C10 -5.6851 -0.4908 0.7368
C11 -5.9933 -0.6973 -0.7364
N6 -4.6957 -1.1068 -1.2763
C12 -4.5359 -0.9489 -2.7179
C13 -3.6976 -0.6584 -0.4153
N7 -2.4244 -0.7444 -0.5308
C14 -1.8456 -1.5242 -1.5956
C15 -0.3709 -1.7929 -1.2845
N8 0.6108 -0.9458 -2.0035
C16 1.6964 -1.5044 -2.6098
N9 2.3577 -1.0053 -3.6545
C17 2.3128 0.3060 -4.3012
C18 3.5345 -1.8329 -3.9285
C19 3.1772 -3.1412 -3.2451
N10 2.1805 -2.7082 -2.2631
C20 2.1443 -3.3135 -0.9384
H13 -4.0965 0.7523 2.5662
H14 -2.5774 0.4283 1.7405
H15 -3.4840 -0.9143 2.4584
H16 -6.3053 0.2772 1.1963
H17 -5.8074 -1.4237 1.3034
H18 -6.3201 0.2415 -1.1987
H19 -6.7528 -1.4576 -0.9105
H20 -5.5182 -0.7962 -3.1616
H21 -4.0973 -1.8302 -3.1835
H22 -3.9216 -0.0771 -2.9596
H23 -1.9141 -1.0628 -2.5855
H24 -2.3347 -2.5040 -1.6721
H25 -0.1362 -2.8067 -1.5903
H26 -0.2289 -1.7061 -0.2049
H27 1.5853 0.3185 -5.1093
H28 3.2993 0.4763 -4.7250
H29 2.1016 1.0942 -3.5858
H30 4.4182 -1.3551 -3.4972
H31 3.6711 -1.9432 -5.0017
H32 4.0261 -3.5972 -2.7420
H33 2.7429 -3.8675 -3.9345
H34 3.1549 -3.6350 -0.6895
H35 1.4824 -4.1785 -0.8960
H36 1.8337 -2.5841 -0.1973
O5 -0.3173 0.2427 4.3227
C21 0.2058 -0.3190 3.4014
O6 -0.1092 -0.0158 2.1158
C22 1.2415 -1.3823 3.5387
C23 2.1213 -1.6838 2.5065
C24 3.1102 -2.6382 2.7011
C25 3.2040 -3.3033 3.9152
C26 2.3193 -3.0061 4.9450
C27 1.3465 -2.0373 4.7624
H37 2.0557 -1.1530 1.5650
H38 3.8161 -2.8548 1.9095
H39 3.9717 -4.0514 4.0628
H40 2.3937 -3.5247 5.8912
H41 0.6599 -1.7780 5.5572

Mulliken population analysis, charges in e, atoms 1 to 6: -0.499, -1.997, 0.955, 0.535, -0.780, 0.360

***

Molecular formula: C2H4N2O
Method: DFT, the ωB97M-V functional and the def2-TZVPD basis

The multiplicity is 1. The frontier orbital gap (alpha / beta) is 8.63 / 8.63 eV. Its LUMO energy (alpha / beta) is -0.37 / -0.37 eV. As for the total charge: 0. The HOMO energy (alpha / beta) comes out at -9.00 / -9.00 eV. For the total energy, the calculation gives -263.21478 hartree.

Geometry (Å):
C1 -0.9305 -0.8791 -0.5749
C2 0.1217 0.0002 -0.1378
N1 -1.6707 -1.7094 -0.8148
N2 -0.2662 1.1126 0.7074
O1 0.9664 0.4281 -1.0921
H1 0.9696 -1.2552 1.0602
H2 -0.9020 0.9318 1.3689
H3 0.5634 1.5499 1.1772
H4 1.1481 -0.1788 -1.6940

natural (NBO) population analysis, charges in e, atoms 1 to 6: 0.172, 0.374, -0.250, -0.796, -0.649, -0.098

***

Values of energy relative to the best compared isomer or geometry (same formula, charge and spin), in order: 56.1; 93.2, all in kcal per mole.